<A>
C5H7N2O | ωB97M-V/def2-TZVPD

Last column: Löwdin charge in e.
CARTESIAN COORDINATES (ANGSTROEM)
O -0.83 -0.06 -3.67  0.4401
N 1.33 -0.02 0.61  0.1714
N -0.68 0.35 0.11  0.1031
C -0.08 0.22 -2.89  0.0011
C 0.58 0.21 -0.45  -0.3408
C 0.83 0.49 -1.96  0.0171
C 0.05 0.14 1.43  -0.3124
C -0.53 -0.99 2.16  -0.0360
H -1.60 -0.78 2.17  0.1024
H 1.06 1.56 -1.82  0.1958
H -1.43 0.87 -0.27  0.1203
H 0.04 1.02 2.10  0.1638
H -0.33 -1.82 1.61  0.0565
H -0.19 -1.14 3.18  0.0977
H 1.78 -0.06 -2.31  0.2196

Kohn-Sham gap   7.83 eV
E_HOMO   -13.67 eV
Lowest unoccupied orbital energy   -0.2146 Ha
Total charge   +1

---

<B>
C5H7N2O | ωB97M-V/def2-TZVPD

Last column: Löwdin charge in e.
CARTESIAN COORDINATES (ANGSTROEM)
O -2.07 -1.02 -0.86  0.1172
N 2.05 -0.28 -0.54  0.1164
N 0.10 -0.06 0.38  -0.0575
C 0.64 -1.23 0.93  0.0372
C 1.86 -1.42 0.27  0.0239
C -2.19 -0.05 -0.19  -0.2227
C -1.11 0.74 0.58  -0.0621
C 1.04 0.53 -0.38  -0.0590
H -1.34 1.00 1.65  0.1620
H 2.65 -2.00 0.40  0.0835
H 2.91 -0.14 -1.16  0.2264
H 0.46 -1.79 1.91  0.1763
H -1.00 1.71 0.18  0.1092
H -2.95 0.80 -0.47  0.1534
H 0.75 1.50 -0.89  0.1958

Kohn-Sham gap   10.57 eV
E_HOMO   -14.02 eV
Structure (SMILES)   O=CC[n+]1cc[nH]c1
Lowest unoccupied orbital energy   -0.1268 Ha
Total charge   +1

---

Which is most stable, and by how much? <B>, by 218.9 kJ/mol.

---

<A>
C2H12N2O2 | ωB97M-V/def2-TZVPD

Last column: Löwdin charge in e.
CARTESIAN COORDINATES (ANGSTROEM)
O -0.25 3.46 -0.32  -0.0558
O -0.37 -2.32 2.39  -0.0427
N 1.21 -1.36 -0.01  0.0515
N -1.15 0.35 -0.16  0.3188
C -0.28 0.07 -1.25  -0.2065
C 1.14 -0.17 -0.81  -0.2508
H -0.44 2.54 0.06  0.0288
H -0.86 3.61 -1.05  0.0386
H 1.62 -0.33 -1.82  0.1438
H 0.91 -2.15 -0.57  0.1012
H -0.68 -0.62 -2.06  0.1843
H -0.28 0.96 -2.00  0.1910
H -0.87 0.06 0.62  0.0228
H -2.14 0.23 -0.38  0.1763
H -1.16 -2.84 2.44  0.0366
H 1.52 0.78 -0.28  0.1656
H 2.06 -1.52 0.55  0.1356
H -0.23 -2.13 1.47  -0.0392

Kohn-Sham gap (alpha / beta)   11.30 / 5.15 eV
E_HOMO (alpha / beta)   -14.94 / -14.42 eV
2S+1   2
Lowest unoccupied orbital energy (alpha / beta)   -0.1338 / -0.3407 Ha
Expectation value of S²   0.756
Total charge   +1

---

<B>
C2H12N2O2 | ωB97M-V/def2-TZVPD

Last column: Löwdin charge in e.
CARTESIAN COORDINATES (ANGSTROEM)
O 3.28 -0.04 -0.75  -0.0721
O -3.08 -0.49 -3.35  -0.0644
N 0.14 -0.27 1.43  0.1592
N -0.99 -0.73 -0.71  0.0566
C -0.87 0.14 0.42  -0.2169
C 0.67 0.79 2.27  -0.0061
H 1.74 0.80 2.33  0.1083
H -0.66 1.13 0.04  0.1450
H -2.43 -0.23 -2.68  -0.0098
H 0.15 0.66 3.22  0.1337
H -3.86 -0.78 -2.87  0.0380
H 3.71 0.64 -1.27  0.0473
H 0.92 -0.74 0.99  0.1512
H 0.34 1.77 1.91  0.1161
H 4.04 -0.43 -0.29  0.0456
H -1.81 0.23 0.96  0.1492
H -1.20 -1.69 -0.42  0.1126
H -0.10 -0.77 -1.22  0.1064

Kohn-Sham gap (alpha / beta)   10.58 / 5.26 eV
E_HOMO (alpha / beta)   -13.75 / -13.74 eV
2S+1   2
Lowest unoccupied orbital energy (alpha / beta)   -0.1162 / -0.3116 Ha
Expectation value of S²   0.754
Total charge   +1

---

Which is most stable, and by how much? <B>, by 123.7 kJ/mol.

---

<A>
C2H4N2O2S | ωB97M-V/def2-TZVPD

Last column: Löwdin charge in e.
CARTESIAN COORDINATES (ANGSTROEM)
S -1.29 -1.91 1.34  0.5318
O 1.73 1.83 -2.22  -0.1886
O -0.87 0.11 -0.37  -0.1068
N 0.66 0.10 1.49  0.0543
N 0.98 1.47 -0.95  -0.0325
C -0.39 -0.52 0.76  -0.8446
C 0.06 0.66 -1.35  -0.1173
H -0.33 0.36 -2.44  0.1958
H 2.09 2.86 -1.52  0.2827
H 1.11 -0.47 2.26  0.1179
H 1.41 0.45 0.77  0.1073

Kohn-Sham gap   8.40 eV
E_HOMO   -8.56 eV
Lowest unoccupied orbital energy   -0.0061 Ha
Total charge   0

---

<B>
C2H4N2O2S | ωB97M-V/def2-TZVPD

Last column: Löwdin charge in e.
CARTESIAN COORDINATES (ANGSTROEM)
S -0.25 -0.10 -1.09  1.0285
O 1.50 -1.43 0.20  -0.1788
O -1.94 1.00 0.11  -0.2253
N 0.67 -0.68 1.20  0.1009
N -0.86 1.04 1.15  0.0256
C -0.15 0.08 0.64  -0.7538
C 1.30 -0.90 -1.08  -0.5421
H 1.13 -1.70 -1.84  0.0896
H 2.15 -0.19 -1.31  0.1021
H -2.15 2.02 -0.03  0.1619
H -1.42 0.86 2.06  0.1914

Kohn-Sham gap   8.86 eV
E_HOMO   -8.53 eV
Structure (SMILES)   ONC1=NOCS1
Lowest unoccupied orbital energy   0.0122 Ha
Total charge   0

---

Which is most stable, and by how much? <A>, by 6.5 kJ/mol.

---

<A>
C24H45NP2ReSi | ωB97M-V/def2-TZVPD

Last column: Löwdin charge in e.
CARTESIAN COORDINATES (ANGSTROEM)
Re -1.78 1.64 1.21  1.0498
P -1.84 0.21 -2.14  1.0005
P 1.63 -0.86 -2.81  0.8738
Si -0.21 2.13 2.88  0.4232
N -0.56 0.47 2.40  -0.2586
C -0.73 2.49 4.63  -0.1639
C 2.96 -0.23 -4.13  -0.1857
C -0.62 -0.91 -1.24  -0.3581
C 0.02 0.16 -0.39  -0.3068
C -0.86 0.43 -3.73  -0.2742
C 0.69 -0.69 4.16  -0.0516
C -2.87 1.68 -1.97  -0.1723
C 0.92 1.19 -1.04  -0.1204
C 0.47 -1.80 -1.70  -0.3771
C -1.89 3.67 1.01  -0.3394
C 1.60 2.54 2.70  -0.1808
C 2.64 -2.47 -3.08  -0.0988
C -3.37 1.18 2.36  -0.2647
C 0.27 -0.56 -4.08  -0.2441
C 1.23 -2.38 -0.52  -0.1243
C 2.38 -1.45 -0.02  -0.1280
C -3.03 -1.06 -2.71  -0.1654
C -0.97 -1.89 2.80  -0.0654
C 0.94 -1.84 4.90  -0.0643
C -0.73 -3.05 3.54  -0.0756
C 0.22 -3.02 4.59  -0.0754
C 2.85 -0.52 -1.06  -0.0459
C 2.13 0.55 -1.74  -0.2306
C -0.27 -0.70 3.12  -0.3506
H -4.16 0.89 1.64  0.0166
H 1.23 0.24 4.37  0.0819
H -0.17 1.85 5.33  0.0448
H 4.00 -0.44 -3.81  0.0714
H 2.87 0.84 -4.36  0.0605
H -0.51 3.54 4.83  0.0435
H -0.48 1.47 -3.71  0.0922
H 2.06 -3.38 -2.91  0.0734
H -3.64 1.66 -2.77  0.0972
H 2.77 -0.78 -5.06  0.0551
H 1.25 1.90 -0.26  0.1243
H -3.74 2.02 2.96  0.0280
H -1.81 2.33 4.79  0.0379
H 2.75 1.28 -2.27  0.1407
H 1.70 -3.32 -0.83  0.1242
H -1.33 -1.47 -0.59  0.1343
H -2.29 2.60 -2.07  0.0688
H 0.73 -0.15 -4.98  0.0865
H 0.35 1.84 -1.69  0.1034
H 2.21 2.00 3.44  0.0432
H 1.99 2.32 1.70  0.0066
H -2.38 4.07 1.91  0.0156
H -0.90 4.12 0.88  -0.0056
H 2.15 -0.93 0.93  0.1418
H -3.85 -1.16 -1.99  0.0772
H 0.05 -2.58 -2.36  0.1352
H 3.53 -2.49 -2.43  0.0791
H 0.56 -2.62 0.30  0.1267
H 3.92 -0.54 -1.24  0.1514
H 0.41 -3.92 5.17  0.1070
H 0.49 -0.26 0.47  0.0735
H -0.14 -1.54 -4.38  0.1094
H -3.37 1.67 -0.99  0.0405
H -1.28 -3.96 3.29  0.1094
H -2.53 3.91 0.14  -0.0048
H 3.22 -2.10 0.28  0.1452
H -0.90 0.81 -0.10  -0.0435
H -1.62 0.39 -4.53  0.1000
H -3.16 0.31 3.00  0.0166
H -3.45 -0.75 -3.68  0.0726
H 1.68 -1.83 5.72  0.1202
H -1.69 -1.84 1.98  0.0924
H -2.49 -2.00 -2.83  0.0668
H 1.69 3.62 2.87  0.0451
H 3.03 -2.55 -4.09  0.0685

Kohn-Sham gap (alpha / beta)   3.81 / 4.24 eV
E_HOMO (alpha / beta)   -11.98 / -12.39 eV
2S+1   4
Lowest unoccupied orbital energy (alpha / beta)   -0.3002 / -0.2992 Ha
Expectation value of S²   3.792
Total charge   +2

---

<B>
C24H45NP2ReSi | ωB97M-V/def2-TZVPD

Last column: Löwdin charge in e.
CARTESIAN COORDINATES (ANGSTROEM)
Re -0.29 -0.94 1.12  1.4162
P -0.11 -2.39 -2.82  1.0546
P 0.02 1.50 -3.12  0.8893
Si -1.57 0.82 3.47  0.3928
N 0.04 0.51 2.75  -0.1650
C -0.68 -2.01 -0.71  -0.3374
C -1.95 -1.19 -0.81  -0.2626
C 0.48 1.77 -0.35  -0.0850
C 1.44 -3.17 -3.39  -0.1699
C -1.25 -3.69 -3.45  -0.1902
C -2.77 -0.09 2.37  -0.1669
C -1.77 0.34 -0.99  -0.2188
C 1.43 2.62 -3.59  -0.2409
C 0.41 0.15 -4.36  -0.3682
C -1.92 2.65 3.42  -0.1485
C 3.63 0.66 3.62  -0.0754
C 2.38 1.95 5.23  -0.0581
C 2.46 0.35 2.91  -0.0604
C -0.35 -1.19 -4.26  -0.3039
C -1.69 0.12 5.19  -0.1480
C 1.20 1.68 4.55  -0.0401
C 3.61 1.43 4.78  -0.0696
C 1.21 0.85 3.38  -0.3459
C 0.83 -1.50 -0.48  -0.3613
C -0.79 1.19 -0.14  -0.2213
C 1.72 0.98 -0.63  -0.2039
C -1.37 2.40 -3.95  -0.2421
C 1.44 -0.39 -1.32  -0.2639
C 0.18 -2.41 2.37  -0.2634
H 2.37 0.75 0.22  0.1079
H -3.54 -0.44 3.07  0.0701
H 0.50 -3.29 1.80  0.0173
H 1.19 3.13 -4.54  0.0558
H -2.78 0.77 -0.86  0.1300
H -2.71 -1.37 -0.02  0.1099
H -1.48 -0.96 5.20  0.0445
H -1.28 -4.55 -2.77  0.0748
H 4.52 1.63 5.34  0.1156
H 2.37 -0.75 -1.80  0.1282
H 4.58 0.26 3.25  0.1135
H 1.82 -3.87 -2.64  0.0729
H 2.41 1.56 -1.27  0.1154
H 0.99 -2.11 3.05  0.0279
H 1.20 -3.72 -4.31  0.0746
H -1.03 0.61 5.92  0.0409
H -1.69 0.51 -2.08  0.0376
H -1.24 3.24 4.05  0.0411
H 2.23 -2.43 -3.60  0.0687
H 2.38 2.06 -3.70  0.0529
H 2.35 2.57 6.13  0.1194
H -1.71 3.21 -3.29  0.0592
H 1.58 3.38 -2.81  0.0513
H 0.14 0.58 -5.33  0.0971
H 2.47 -0.28 2.03  0.0743
H -2.22 1.71 -4.11  0.0470
H 0.84 -0.21 -2.24  -0.0145
H 1.50 -0.05 -4.35  0.0892
H -2.72 0.27 5.55  0.0512
H -0.86 -4.01 -4.44  0.0752
H -3.24 0.59 1.65  0.0517
H -0.77 -3.11 -0.66  0.1114
H -0.69 -2.67 2.99  0.0369
H 0.25 2.09 4.92  0.0731
H -1.43 1.72 0.61  0.0768
H -1.87 3.03 2.39  0.0307
H -2.94 2.80 3.80  0.0532
H -2.38 -1.01 1.86  -0.0080
H 0.68 2.66 0.27  0.1339
H -1.00 2.81 -4.91  0.0506
H -0.03 -1.82 -5.11  0.1064
H -2.27 -3.29 -3.58  0.0678
H -1.44 -1.05 -4.35  0.0933
H -2.48 -1.56 -1.71  0.1206
H 1.46 -2.40 -0.42  0.1103

Kohn-Sham gap (alpha / beta)   4.37 / 4.38 eV
E_HOMO (alpha / beta)   -12.45 / -12.27 eV
2S+1   4
Lowest unoccupied orbital energy (alpha / beta)   -0.2970 / -0.2897 Ha
Expectation value of S²   3.805
Total charge   +2

---

Which is most stable, and by how much? <B>, by 258.8 kJ/mol.

---

<A>
H4N2O2Si | ωB97M-V/def2-TZVPD

Last column: Löwdin charge in e.
CARTESIAN COORDINATES (ANGSTROEM)
Si 0.27 -0.76 0.11  0.7681
O -2.29 -0.70 -0.19  -0.0451
O -1.38 1.30 0.19  0.0134
N 1.42 0.87 0.08  -0.1127
N -1.34 0.10 0.01  -0.5296
H 0.25 -1.62 1.35  -0.0350
H 0.86 1.60 -0.46  0.0271
H 2.38 0.81 -0.06  -0.0502
H -0.18 -1.61 -1.03  -0.0360

Kohn-Sham gap   10.20 eV
E_HOMO   -10.30 eV
Structure (SMILES)   N[SiH2][N+](=O)[O-]
Lowest unoccupied orbital energy   -0.0037 Ha
Total charge   0

---

<B>
H4N2O2Si | ωB97M-V/def2-TZVPD

Last column: Löwdin charge in e.
CARTESIAN COORDINATES (ANGSTROEM)
Si -0.32 0.56 0.18  0.6267
O 1.73 -1.18 0.44  0.0099
O 2.14 0.78 -0.22  -0.0059
N -1.40 -0.75 -0.23  -0.1324
N 1.38 -0.06 0.12  -0.5534
H -2.14 -0.54 -0.91  0.0325
H -0.85 -1.66 -0.25  0.0600
H -0.60 1.11 1.59  -0.0262
H 0.07 1.73 -0.72  -0.0112

Kohn-Sham gap   10.54 eV
E_HOMO   -10.41 eV
Structure (SMILES)   N[SiH2][N+](=O)[O-]
Lowest unoccupied orbital energy   0.0048 Ha
Total charge   0

---

Which is most stable, and by how much? <B>, by 69.7 kJ/mol.

---

<A>
C5H15N2O | ωB97M-V/def2-TZVPD

Last column: Löwdin charge in e.
CARTESIAN COORDINATES (ANGSTROEM)
O 1.53 -2.46 -0.87  -0.0544
N -0.39 -1.60 0.31  0.2229
N -1.08 1.01 1.98  -0.0185
C 1.07 -1.40 -1.67  -0.1655
C -0.07 1.86 -0.14  -0.1529
C 0.08 -0.62 -0.76  -0.2219
C 0.76 0.57 -0.06  -0.1734
C -1.37 1.58 0.65  -0.2627
H 0.88 0.27 0.99  0.0983
H -0.26 1.45 2.38  0.0833
H 1.83 0.72 -0.24  0.1277
H -1.86 2.54 0.84  0.1144
H 0.38 -2.28 0.35  0.1323
H 0.46 2.71 0.30  0.1187
H -0.28 2.12 -1.18  0.1192
H 0.60 -1.70 -2.60  0.1319
H -2.12 0.98 0.12  0.1047
H -1.86 1.12 2.62  0.0876
H -1.33 -1.94 0.18  0.1724
H 2.30 -2.91 -1.22  0.1282
H -0.42 -1.08 1.20  0.1331
H 1.89 -0.69 -1.84  0.1271
H -0.75 -0.26 -1.35  0.1474

Kohn-Sham gap   10.35 eV
E_HOMO   -13.21 eV
Structure (SMILES)   NCCC[C@H]([NH3+])CO
Lowest unoccupied orbital energy   -0.1052 Ha
Total charge   +1

---

<B>
C5H15N2O | ωB97M-V/def2-TZVPD

Last column: Löwdin charge in e.
CARTESIAN COORDINATES (ANGSTROEM)
O 2.36 -2.76 -1.26  -0.0226
N -1.57 2.22 0.81  -0.0868
N -0.28 -0.99 0.53  0.1808
C -0.45 2.17 0.02  -0.2651
C 0.84 -1.99 0.29  -0.1053
C -2.85 1.70 0.34  -0.0886
C 1.31 -1.85 -1.14  -0.2675
C 0.81 2.09 0.52  -0.0262
H 0.40 -2.96 0.49  0.1398
H 1.68 2.09 -0.12  0.0532
H -3.68 2.27 0.73  0.0875
H -0.67 -1.03 1.48  0.1686
H -0.63 2.24 -1.05  0.1225
H -2.90 1.72 -0.75  0.0860
H 1.58 -0.81 -1.38  0.1287
H 0.08 -0.03 0.34  0.0935
H -1.40 2.09 1.80  0.1285
H -1.01 -1.13 -0.17  0.1604
H -2.94 0.63 0.60  0.0648
H 0.47 -2.12 -1.79  0.1312
H 0.96 2.12 1.59  0.0625
H 1.65 -1.75 0.98  0.1426
H 2.62 -2.80 -2.19  0.1116

Kohn-Sham gap   8.66 eV
E_HOMO   -12.02 eV
Lowest unoccupied orbital energy   -0.1236 Ha
Total charge   +1

---

<C>
C5H15N2O | ωB97M-V/def2-TZVPD

Last column: Löwdin charge in e.
CARTESIAN COORDINATES (ANGSTROEM)
O -0.49 -2.35 2.04  -0.0189
N 0.22 2.91 -0.15  -0.0526
N 0.03 -2.71 -2.56  0.0218
C -0.14 1.58 -0.85  -0.1568
C -0.24 2.81 1.28  -0.0792
C 0.41 0.35 -0.21  0.1510
C -0.44 -0.73 0.33  -0.1314
C 0.42 -1.45 1.41  -0.2263
H 1.22 -0.13 -0.80  0.1631
H 0.01 -2.62 2.82  0.1028
H -1.30 3.05 1.36  0.0932
H -1.22 1.58 -0.98  0.1432
H 0.79 -0.74 2.16  0.1313
H -0.16 -1.73 -2.75  -0.0017
H 0.30 3.58 1.82  0.0904
H -0.76 -1.44 -0.43  0.1437
H -1.36 -0.26 0.71  0.1445
H 0.38 1.78 -1.79  0.1388
H 0.73 -3.02 -3.21  0.0239
H 1.27 -1.90 0.90  0.1313
H 1.23 2.85 -0.08  0.0989
H -0.06 1.78 1.64  0.0662
H -0.85 -3.19 -2.67  0.0228

Kohn-Sham gap   6.06 eV
E_HOMO   -13.70 eV
Lowest unoccupied orbital energy   -0.2810 Ha
Total charge   +1

---

<D>
C5H15N2O | ωB97M-V/def2-TZVPD

Last column: Löwdin charge in e.
CARTESIAN COORDINATES (ANGSTROEM)
O -0.68 1.81 3.88  -0.1034
N 1.29 -0.80 0.66  -0.1035
N 0.58 1.12 -1.26  0.1837
C 1.97 -0.74 1.69  -0.0483
C -0.24 -1.28 -1.07  -0.1515
C -1.50 0.52 -2.42  -0.0557
C -0.71 0.16 -1.19  -0.3045
C 0.27 -1.78 0.34  -0.1918
H -2.51 0.02 -2.19  0.1346
H 2.80 0.12 1.70  0.1107
H 0.61 -2.90 0.42  0.1559
H -1.14 1.33 4.61  0.0524
H 0.92 1.17 -2.24  0.1680
H -1.69 1.58 -2.56  0.0810
H -1.03 -1.96 -1.23  0.1010
H -0.54 -1.75 1.20  0.1604
H 0.30 2.10 -0.93  0.1981
H 2.37 -1.38 2.52  0.0998
H -1.15 0.45 -0.28  0.1328
H -1.17 0.28 -3.42  0.0868
H 0.48 -1.52 -1.87  0.1310
H 1.26 0.72 -0.59  0.1115
H -0.48 2.72 4.22  0.0511

Kohn-Sham gap   10.39 eV
E_HOMO   -13.35 eV
Lowest unoccupied orbital energy   -0.1087 Ha
Total charge   +1

---

Which is most stable, and by how much? <A>, by 82.5 kJ/mol.